No. 1
18
Properties=species:S:1:pos:R:3:nbo_charge:R:1 method="wB97M-V/def2-TZVPD" smiles="CC(N)=O.O.O.O" homo_ha=-0.36321 total_energy_ha=-438.50531 fmax_ev_per_a=5.55 relative_energy_kj_mol=137.0 total_charge=0
C 0.73 -0.48 1.96 -0.71
C -0.28 0.03 0.89 0.69
N -0.25 1.23 0.29 -0.82
O -1.28 -0.79 0.70 -0.72
H 1.26 -1.40 1.63 0.24
H 1.42 0.31 2.24 0.23
H 0.11 -0.95 2.73 0.26
H 0.66 1.62 0.14 0.42
H -0.99 1.84 0.06 0.43
O 2.45 1.02 -0.73 -1.01
H 1.79 0.15 -0.83 0.51
H 3.09 0.85 -1.49 0.47
O -2.74 0.49 -1.17 -0.98
H -2.25 -0.01 -0.56 0.49
H -3.64 0.15 -1.19 0.47
O 1.06 -1.32 -1.18 -0.95
H 0.33 -1.90 -0.88 0.51
H 1.28 -1.83 -1.98 0.49

=====

No. 2
18
Properties=species:S:1:pos:R:3:nbo_charge:R:1 method="wB97M-V/def2-TZVPD" smiles="CC(N)=O.CC(N)=O" homo_ha=-0.33688 total_energy_ha=-418.43917 fmax_ev_per_a=1.95 relative_energy_kj_mol=57.2 total_charge=0
C 0.62 2.75 -1.88 -0.71
C 1.08 1.90 -0.72 0.67
N 2.07 2.42 0.05 -0.82
O 0.45 0.91 -0.39 -0.62
H 0.67 2.15 -2.79 0.24
H 1.21 3.65 -1.99 0.20
H -0.40 3.06 -1.68 0.25
H 2.36 2.04 0.93 0.40
H 2.56 3.23 -0.28 0.39
C -1.48 -2.98 1.94 -0.71
C -1.56 -2.18 0.62 0.68
N -0.43 -2.07 -0.11 -0.81
O -2.63 -1.69 0.32 -0.63
H -0.55 -3.51 2.02 0.20
H -2.39 -3.57 1.93 0.24
H -1.50 -2.23 2.72 0.23
H -0.52 -1.59 -0.97 0.41
H 0.46 -2.30 0.28 0.39

=====

No. 3
20
Properties=species:S:1:pos:R:3:nbo_charge:R:1 method="wB97M-V/def2-TZVPD" smiles="[H]/N=C(/C)n1nccc1NC" homo_ha=-0.31306 total_energy_ha=-453.56826 fmax_ev_per_a=4.25 relative_energy_kj_mol=217.0 total_charge=0
H -0.62 2.05 -0.95 0.37
N -1.55 1.75 -0.69 -0.68
C -1.85 0.57 -0.22 0.47
C -3.19 0.27 0.44 -0.67
N -0.88 -0.46 -0.14 -0.26
N -1.30 -1.77 -0.32 -0.27
C -0.25 -2.54 -0.28 0.00
C 0.93 -1.71 -0.11 -0.40
C 0.50 -0.41 -0.15 0.34
N 1.20 0.78 -0.14 -0.62
C 2.64 0.77 -0.08 -0.42
H -3.64 -0.57 -0.08 0.25
H -2.92 -0.12 1.34 0.22
H -3.80 1.22 0.76 0.25
H -0.24 -3.54 -0.48 0.20
H 1.95 -2.13 0.09 0.23
H 1.04 1.47 0.61 0.39
H 3.17 0.27 -0.96 0.22
H 2.86 1.76 -0.29 0.20
H 2.93 0.64 1.00 0.19

=====

No. 4
16
Properties=species:S:1:pos:R:3:nbo_charge:R:1 method="wB97M-V/def2-TZVPD" smiles="CC1=CCCC1" homo_ha=-0.31578 total_energy_ha=-234.57693 fmax_ev_per_a=0.65 relative_energy_kj_mol=67.2 total_charge=0
C -1.71 -0.98 -0.77 -0.64
C -0.29 -0.67 -0.38 0.03
C 0.21 -0.92 0.83 -0.21
C 1.22 0.15 1.21 -0.43
C 0.76 1.28 0.27 -0.37
C 0.46 0.49 -1.01 -0.44
H -2.00 -2.03 -0.67 0.22
H -2.28 -0.37 -0.08 0.22
H -1.94 -0.61 -1.78 0.21
H -0.22 -1.60 1.56 0.20
H 1.19 0.42 2.27 0.21
H 2.25 -0.15 1.00 0.20
H -0.22 1.59 0.61 0.19
H 1.40 2.16 0.19 0.20
H 1.36 0.18 -1.57 0.21
H -0.18 1.05 -1.70 0.20

=====

No. 5
26
Properties=species:S:1:pos:R:3:nbo_charge:R:1 method="wB97M-V/def2-TZVPD" smiles="CC1=[N+](C)[C@H]2C=CC=CC2=CC1" homo_ha=-0.43983 total_energy_ha=-481.93754 fmax_ev_per_a=6.93 relative_energy_kj_mol=340.5 total_charge=+1
C -2.94 0.18 -0.17 -0.69
C -1.59 0.35 0.25 0.50
N -0.77 -0.62 0.27 -0.27
C -1.08 -1.84 -0.33 -0.43
C 0.62 -0.44 0.80 -0.09
C 1.44 -1.53 0.22 -0.27
C 2.46 -1.21 -0.59 -0.14
C 3.06 0.18 -0.74 -0.19
C 2.53 1.20 -0.09 -0.18
C 1.17 0.99 0.36 -0.02
C 0.37 2.10 0.36 -0.14
C -1.18 1.82 0.56 -0.48
H -3.57 0.95 0.18 0.26
H -2.73 0.24 -1.28 0.28
H -3.33 -0.83 0.26 0.25
H -0.76 -2.54 0.33 0.22
H -2.12 -1.93 -0.57 0.24
H -0.33 -2.01 -1.21 0.26
H 0.49 -0.55 1.85 0.24
H 1.39 -2.63 0.31 0.25
H 2.81 -1.92 -1.24 0.22
H 3.89 0.28 -1.32 0.22
H 2.74 2.26 -0.12 0.24
H 0.57 3.14 0.24 0.24
H -1.75 2.43 0.06 0.23
H -1.40 1.93 1.59 0.26

=====

No. 6
94
Properties=species:S:1:pos:R:3:lowdin_spin:R:1 method="wB97M-V/def2-TZVPD" homo_ha="-0.18040 / -0.21635" s2=2.0074 spin_multiplicity=3 total_energy_ha=-8611.27145 fmax_ev_per_a=3.25 relative_energy_kj_mol=46.5 total_charge=-1
Ti 0.60 0.47 0.22 0.91
Br -0.42 3.01 2.84 0.11
C 1.30 3.67 2.61 0.71
Br 2.56 1.15 1.84 0.10
H 1.82 3.91 3.52 0.03
H 1.43 4.28 1.73 0.03
N 3.43 -1.16 -1.01 0.00
C 2.74 -1.77 0.01 0.00
N 3.11 -2.89 0.61 0.00
N 2.13 -3.14 1.48 0.00
N 1.22 -2.24 1.41 0.01
N 1.55 -1.33 0.47 0.01
C 2.72 -0.39 -1.89 0.00
N 2.94 -0.32 -3.20 0.00
N 1.99 0.48 -3.66 0.00
N 1.22 0.86 -2.71 0.00
N 1.64 0.35 -1.55 0.01
H 4.21 -1.67 -1.39 0.00
O -2.08 -2.90 -2.27 0.00
C -0.90 -2.88 -2.06 0.00
O -0.24 -1.84 -1.57 0.00
C 0.05 -4.05 -2.39 0.00
N 1.40 -3.67 -2.00 0.00
C 2.25 -3.62 -3.19 0.00
C 1.57 -4.52 -4.22 0.00
C 0.09 -4.27 -3.92 0.00
H -0.31 -4.95 -1.87 0.00
H 1.79 -4.27 -1.28 0.00
H 0.71 -2.18 -1.51 0.00
H 3.26 -3.92 -2.97 0.00
H 2.27 -2.59 -3.56 0.00
H 1.83 -5.56 -4.04 0.00
H 1.83 -4.25 -5.24 0.00
H -0.56 -5.09 -4.24 0.00
H -0.23 -3.36 -4.43 0.00
C -4.39 1.30 -2.15 0.00
N -2.98 1.02 -2.03 0.00
C -2.37 0.37 -3.18 0.00
C -2.23 1.29 -0.95 0.01
C -2.81 2.08 0.19 0.00
O -1.05 0.90 -0.92 0.01
H -4.80 0.63 -2.91 0.00
H -4.56 2.33 -2.46 0.00
H -4.91 1.11 -1.22 0.00
H -2.62 0.93 -4.08 0.00
H -2.74 -0.65 -3.26 0.00
H -1.29 0.36 -3.05 0.00
H -3.88 2.24 0.12 0.00
H -2.29 3.04 0.18 0.00
H -2.58 1.59 1.13 0.00
F -1.15 3.14 -5.48 0.00
C -0.50 4.03 -4.69 0.00
C 0.20 3.58 -3.63 0.00
N 0.90 4.42 -2.82 0.00
C 1.52 3.90 -1.62 0.00
C 0.41 3.37 -0.66 0.00
O -0.65 3.98 -0.63 0.00
O 0.73 2.38 0.06 0.00
C 0.93 5.78 -3.04 0.00
O 1.55 6.56 -2.36 0.00
N 0.20 6.19 -4.14 0.00
C -0.58 5.43 -5.02 0.00
O -1.19 5.96 -5.92 0.00
H 0.28 2.52 -3.40 0.00
H 2.06 4.71 -1.14 0.00
H 2.22 3.10 -1.87 0.00
H 0.20 7.19 -4.31 0.00
C 1.71 0.09 5.32 0.00
C 0.22 0.18 5.63 0.00
N -0.38 -1.12 5.82 0.00
C -0.10 -1.80 7.07 0.00
C 0.89 -2.95 6.88 0.00
C -1.15 -1.79 4.94 0.00
O -1.67 -2.86 5.28 0.00
C -1.43 -1.29 3.56 0.00
C -2.63 -1.80 3.01 0.01
C -2.82 -1.70 1.64 0.00
C -1.88 -1.04 0.88 0.01
N -0.79 -0.41 1.41 0.01
C -0.57 -0.59 2.73 0.01
H 2.08 1.03 4.93 0.00
H 1.91 -0.68 4.57 0.00
H 2.28 -0.16 6.22 0.00
H -0.31 0.71 4.84 0.00
H 0.07 0.75 6.56 0.00
H -1.03 -2.21 7.46 0.00
H 0.29 -1.06 7.78 0.00
H 0.47 -3.66 6.18 0.00
H 1.06 -3.45 7.83 0.00
H 1.84 -2.59 6.49 0.00
H -3.32 -2.33 3.64 0.00
H -3.66 -2.16 1.16 0.00
H -2.00 -1.03 -0.20 0.00
H 0.37 -0.21 3.08 0.00

=====

No. 7
22
Properties=species:S:1:pos:R:3:nbo_charge:R:1 method="wB97M-V/def2-TZVPD" smiles=CCSSC.O.O.O homo_ha=-0.31086 total_energy_ha=-1144.76114 fmax_ev_per_a=2.17 relative_energy_kj_mol=89.8 total_charge=0
C -1.94 1.90 -0.42 -0.64
C -1.89 0.43 -0.06 -0.53
S -0.24 -0.20 0.31 0.04
S -0.02 -1.83 -0.93 0.08
C 1.74 -1.44 -1.36 -0.73
H -1.17 2.10 -1.18 0.21
H -2.84 2.39 -0.80 0.24
H -1.51 2.53 0.38 0.21
H -2.30 -0.30 -0.77 0.24
H -2.45 0.22 0.86 0.20
H 1.76 -0.96 -2.34 0.22
H 2.17 -2.42 -1.45 0.22
H 2.27 -0.72 -0.73 0.24
O 2.12 1.78 1.39 -0.98
H 1.35 1.46 0.91 0.49
H 1.93 2.53 1.98 0.49
O 4.76 1.91 0.20 -0.96
H 5.06 1.09 0.59 0.46
H 3.82 1.92 0.42 0.49
O -4.67 -1.03 1.03 -0.93
H -3.80 -1.03 1.46 0.46
H -4.88 -1.97 1.12 0.47

=====

No. 8
17
Properties=species:S:1:pos:R:3:nbo_charge:R:1 method="wB97M-V/def2-TZVPD" homo_ha=-0.54790 total_energy_ha=-343.13483 fmax_ev_per_a=3.85 relative_energy_kj_mol=490.1 total_charge=+1
C 1.24 0.73 0.33 0.37
C 0.67 -0.44 -0.16 0.17
C -1.53 0.24 0.06 0.50
C 2.33 1.24 0.86 -0.36
C 1.61 -1.45 -0.60 -0.65
C -2.94 -0.06 -0.30 -0.68
N -0.55 -0.72 -0.31 -0.40
N -1.05 1.22 0.69 -0.56
H 2.43 2.19 1.31 0.29
H 3.31 0.75 0.65 0.30
H 1.49 -1.58 -1.70 0.29
H 1.28 -2.46 -0.19 0.29
H 2.67 -1.34 -0.32 0.24
H -3.24 0.74 -0.99 0.26
H -3.47 -0.09 0.62 0.26
H -2.72 -1.08 -0.77 0.27
H -1.55 2.10 0.81 0.41

=====

No. 9
20
Properties=species:S:1:pos:R:3:nbo_charge:R:1 method="wB97M-V/def2-TZVPD" homo_ha=-0.02580 total_energy_ha=-365.67039 fmax_ev_per_a=3.86 relative_energy_kj_mol=284.4 total_charge=-1
C -0.12 0.14 2.77 -0.05
O -0.27 -1.25 2.76 -0.74
C -0.42 0.68 1.39 -0.41
C 0.93 1.06 0.75 -0.39
C 0.60 1.16 -0.70 -0.61
N -0.36 -1.28 -3.48 -0.89
C -0.53 -0.15 -2.49 -0.24
C 0.35 0.00 -1.50 -0.25
H 0.89 0.38 3.26 0.14
H -0.82 0.72 3.54 0.12
H -0.80 -0.24 0.84 0.17
H -1.14 1.49 1.49 0.20
H 1.06 2.20 1.17 0.17
H 1.67 0.35 1.14 0.18
H 0.11 2.09 -1.04 0.16
H -0.44 -1.44 1.73 0.47
H -1.05 -1.95 -3.41 0.33
H 0.60 -1.72 -3.54 0.34
H -1.41 0.51 -2.71 0.16
H 1.20 -0.76 -1.51 0.15

=====

No. 10
70
Properties=species:S:1:pos:R:3:nbo_charge:R:1 method="wB97M-V/def2-TZVPD" smiles="Cc1ccc(N(C(=O)Cn2nnc3ccccc32)[C@H](C(=O)NC2CCCCC2)c2cn(C)nc2C)cc1" homo_ha=-0.31622 total_energy_ha=-1620.58809 fmax_ev_per_a=1.35 relative_energy_kj_mol=0.0 total_charge=0
C -2.81 -3.01 -4.26 -0.63
C -1.99 -2.22 -3.29 -0.01
C -2.21 -0.85 -3.13 -0.16
C -1.43 -0.10 -2.27 -0.25
C -0.41 -0.72 -1.56 0.23
N 0.40 0.06 -0.69 -0.48
C 1.72 0.28 -0.85 0.69
O 2.39 0.86 -0.01 -0.63
C 2.35 -0.18 -2.17 -0.31
N 1.54 0.11 -3.32 -0.21
N 1.23 -0.82 -4.23 0.00
N 0.47 -0.34 -5.12 -0.22
C 0.23 0.98 -4.83 0.03
C -0.54 1.95 -5.47 -0.18
C -0.58 3.19 -4.89 -0.23
C 0.13 3.49 -3.71 -0.20
C 0.90 2.55 -3.07 -0.27
C 0.94 1.28 -3.65 0.16
C -0.15 0.46 0.62 -0.12
C 0.59 -0.36 1.69 0.71
O 0.70 -1.57 1.60 -0.66
N 1.06 0.36 2.72 -0.60
C 1.91 -0.21 3.75 -0.06
C 1.40 0.15 5.14 -0.40
C 2.30 -0.46 6.21 -0.40
C 3.74 0.02 6.03 -0.40
C 4.25 -0.34 4.64 -0.40
C 3.35 0.28 3.57 -0.40
C -1.61 0.20 0.71 -0.18
C -2.23 -1.02 0.86 -0.01
N -3.56 -0.78 0.86 -0.16
C -4.62 -1.74 0.97 -0.40
N -3.83 0.51 0.72 -0.28
C -2.66 1.14 0.63 0.16
C -2.58 2.61 0.46 -0.65
C -0.20 -2.08 -1.68 -0.24
C -0.99 -2.82 -2.54 -0.20
H -2.85 -4.06 -3.98 0.21
H -2.35 -2.94 -5.25 0.23
H -3.82 -2.62 -4.34 0.21
H -3.00 -0.37 -3.69 0.21
H -1.60 0.96 -2.17 0.22
H 3.32 0.31 -2.25 0.24
H 2.50 -1.26 -2.15 0.26
H -1.08 1.72 -6.37 0.23
H -1.16 3.98 -5.34 0.22
H 0.06 4.49 -3.30 0.22
H 1.44 2.77 -2.16 0.23
H 0.06 1.53 0.75 0.22
H 1.06 1.37 2.65 0.39
H 1.87 -1.29 3.61 0.23
H 0.37 -0.21 5.26 0.22
H 1.39 1.24 5.25 0.19
H 1.94 -0.18 7.20 0.21
H 2.27 -1.55 6.13 0.20
H 4.38 -0.44 6.79 0.21
H 3.78 1.10 6.17 0.19
H 4.26 -1.42 4.52 0.20
H 5.27 0.03 4.51 0.21
H 3.70 0.01 2.57 0.23
H 3.37 1.37 3.66 0.19
H -1.82 -2.00 0.97 0.24
H -4.60 -2.42 0.12 0.21
H -5.56 -1.19 0.98 0.23
H -4.52 -2.32 1.89 0.21
H -3.57 3.02 0.33 0.24
H -2.12 3.07 1.34 0.22
H -1.97 2.87 -0.41 0.21
H 0.57 -2.55 -1.08 0.23
H -0.81 -3.88 -2.64 0.21

=====

No. 11
20
Properties=species:S:1:pos:R:3:nbo_charge:R:1 method="wB97M-V/def2-TZVPD" homo_ha=-0.32108 total_energy_ha=-345.16387 fmax_ev_per_a=6.29 relative_energy_kj_mol=430.6 total_charge=0
C 0.61 0.41 -0.79 0.19
C 1.22 0.57 -1.91 -0.47
C -0.48 0.17 1.46 -0.23
C -0.40 1.03 0.15 -0.31
C -1.85 1.10 -0.40 -0.58
C 0.80 -2.07 0.01 -0.42
N 0.77 -0.49 1.65 -0.49
N 1.37 -0.85 0.35 -0.26
H 1.98 -0.07 -2.38 0.23
H 1.03 1.44 -2.55 0.20
H -0.90 0.76 2.21 0.21
H -1.25 -0.69 1.33 0.18
H -0.17 2.09 0.28 0.22
H -2.18 0.15 -0.80 0.22
H -1.67 1.93 -1.10 0.21
H -2.26 1.49 0.43 0.20
H 1.06 -2.23 -0.95 0.19
H 1.25 -2.78 0.73 0.20
H -0.28 -2.02 0.10 0.16
H 1.37 0.07 2.18 0.35

=====

No. 12
63
Properties=species:S:1:pos:R:3:lowdin_spin:R:1 method="wB97M-V/def2-TZVPD" homo_ha="-0.61965 / -0.61996" s2=2.0093 spin_multiplicity=3 total_energy_ha=-2285.05994 fmax_ev_per_a=1.34 relative_energy_kj_mol=11.2 total_charge=+3
Mo 0.12 0.52 -0.30 1.67
O 1.67 -0.29 0.53 0.06
S 3.23 -0.44 0.77 0.01
C 3.41 0.75 2.11 0.00
C 3.05 2.19 1.71 0.00
C 2.48 3.02 2.86 0.00
C 1.04 2.74 3.27 0.00
S -0.27 3.10 2.07 0.01
O -0.15 1.86 1.09 0.09
C 0.34 4.50 1.20 0.01
C 0.27 5.69 1.92 0.00
C 0.70 6.85 1.30 0.00
C 1.17 6.81 -0.01 0.00
C 1.21 5.62 -0.71 0.00
C 0.79 4.44 -0.11 0.00
C 4.03 0.36 -0.57 0.00
C 5.40 0.57 -0.42 0.00
C 6.08 1.18 -1.46 0.00
C 5.41 1.55 -2.62 0.00
C 4.06 1.30 -2.77 0.00
C 3.35 0.69 -1.74 0.01
H 4.45 0.65 2.44 0.00
H 2.78 0.33 2.89 0.00
H 2.35 2.19 0.88 0.00
H 3.95 2.68 1.34 0.00
H 2.57 4.08 2.60 0.00
H 3.07 2.88 3.77 0.00
H 0.74 3.34 4.13 0.00
H 0.84 1.69 3.53 0.00
H -0.12 5.73 2.93 0.00
H 0.65 7.79 1.84 0.00
H 1.49 7.73 -0.49 0.00
H 1.56 5.60 -1.73 0.00
H 0.79 3.51 -0.67 0.00
H 5.93 0.26 0.47 0.00
H 7.15 1.36 -1.36 0.00
H 5.96 2.02 -3.43 0.00
H 3.55 1.55 -3.69 0.00
H 2.31 0.43 -1.89 0.00
C -1.90 -2.16 2.68 0.00
C -0.80 -1.21 2.29 0.01
O -0.98 -0.81 0.87 0.03
H -1.77 -2.43 3.73 0.00
H -1.86 -3.08 2.10 0.00
H -2.88 -1.70 2.57 0.00
H 0.19 -1.66 2.38 0.00
H -0.84 -0.28 2.85 0.00
H -1.29 -1.59 0.37 0.00
O -1.55 2.38 -4.26 0.00
C -1.50 1.13 -4.68 0.01
C -1.92 0.89 -5.98 0.00
C -1.93 -0.40 -6.47 0.01
C -1.50 -1.51 -5.70 0.00
C -1.04 -1.31 -4.44 0.00
C -1.02 0.02 -3.89 0.01
C -0.49 0.18 -2.64 0.01
O -0.47 1.36 -1.93 0.00
O 0.06 -0.73 -1.87 0.04
H -1.31 2.48 -3.33 0.00
H -2.26 1.72 -6.58 0.00
H -2.27 -0.57 -7.48 0.00
H -1.54 -2.51 -6.12 0.00
H -0.69 -2.13 -3.84 0.00